ORCA calculation (ωB97M-V/def2-TZVPD) on a structure of composition C6H15O3PS in a non-equilibrium geometry.

Structure (XYZ):
```
26
Properties=species:S:1:pos:R:3:forces:R:3
C 0.86943 -0.80091 0.90939 1.1 -1.7 -3.2
C -3.56513 1.20190 0.04113 1.2 1.9 1.1
C -1.74686 -1.90159 0.70898 1.5 -1.7 -3.2
C 3.53303 0.14998 1.00534 -2.2 -0.6 -0.7
C 2.60869 -0.28439 -1.76018 -0.7 0.1 1.2
C -2.11205 1.70806 0.12965 -1.6 -0.7 0.7
O -0.79359 -0.52311 -1.45969 0.1 0.0 0.6
O 1.62209 1.69214 0.02393 -0.3 -1.1 -0.1
O -1.32873 0.74763 0.75711 1.7 -2.3 0.6
P -0.75307 -0.59873 0.02817 0.7 0.8 0.4
S 1.95191 0.25819 0.05319 2.7 0.6 -0.7
H 1.55772 -2.17994 -0.07373 -1.6 2.8 2.2
H -4.19105 2.07208 -0.15238 -0.3 -0.3 -0.5
H -3.45906 0.51569 -0.73984 -1.0 -1.3 -1.2
H -3.88705 0.78002 0.99206 0.1 -0.2 -0.1
H -2.64863 -1.64253 0.21550 -1.5 -0.3 -0.1
H -1.37472 -2.91811 0.30816 -0.6 1.6 0.6
H -1.79046 -1.90284 1.73141 -0.2 0.1 2.5
H 3.90562 -0.83326 0.93008 0.2 -1.3 0.1
H 4.25842 0.79377 0.61735 0.8 1.4 -0.7
H 3.21607 0.38337 1.99271 0.0 0.2 0.9
H 3.66413 -0.74242 -1.76172 -1.8 1.0 0.2
H 1.82376 -0.99001 -1.98877 0.1 -0.6 -0.2
H 2.37281 0.56465 -2.42860 0.8 -0.1 0.6
H -2.01874 2.55887 0.74313 0.0 1.3 0.6
H -1.71454 1.89152 -0.82237 0.4 0.5 -1.5
```
Forces are in eV/Å.

The value obtained for the energy above the lowest of the compared OMol25 structures with the same formula, charge and spin is 4.2319 eV. The lowest unoccupied orbital energy is -0.26 eV. For the HOMO-LUMO gap, the calculation gives 8.752 eV. As for the spin multiplicity: 1. The calculation puts the total energy at -32726.995 eV.



ORCA calculation (ωB97M-V/def2-TZVPD) on the molecule C6H15P in a non-equilibrium geometry.

Structure (XYZ):
```
22
Properties=species:S:1:pos:R:3:forces:R:3
C 1.39357 0.15234 -1.38247 -0.1 0.1 0.3
C 1.15662 0.06687 0.12284 0.2 -0.3 0.0
C 2.26444 -0.76251 0.78019 -0.1 0.3 0.0
C -0.16396 -0.59062 0.44864 -3.0 1.9 -1.5
C -1.62941 0.30342 -0.20186 3.0 -1.7 1.4
C -1.81745 1.55931 0.62335 -0.1 -0.1 -0.2
P -3.09474 -0.81281 -0.17706 -0.2 0.5 -0.2
H 1.28953 -0.83163 -1.83626 0.0 -0.1 -0.1
H 0.68034 0.82419 -1.85188 0.0 0.1 -0.1
H 2.39404 0.52228 -1.59054 0.1 0.0 -0.1
H 1.18215 1.07616 0.54636 0.0 0.0 0.0
H 2.23212 -1.78675 0.41362 0.0 -0.1 0.0
H 2.14276 -0.78114 1.86205 0.0 -0.1 0.1
H 3.24307 -0.34675 0.55193 0.2 0.0 0.0
H -0.34698 -0.64370 1.51740 0.0 -0.1 0.2
H -0.22983 -1.58069 0.00321 0.0 -0.1 0.0
H -1.39861 0.54433 -1.23959 0.0 0.0 0.0
H -2.01363 1.31295 1.66569 0.0 0.0 0.1
H -2.65897 2.14049 0.24734 -0.1 0.1 0.0
H -0.92650 2.18310 0.57691 0.0 0.1 0.1
H -2.82243 -1.40484 1.05579 0.0 -0.2 0.5
H -2.48169 -1.84608 -0.88325 0.1 -0.4 -0.3
```
Forces are in eV/Å.

The SMILES is CC(C)C[C@H](C)P. The value obtained for the energy above the lowest of the compared OMol25 structures with the same formula, charge and spin is 0.0000 eV. The lowest unoccupied orbital energy is 1.07 eV. For the HOMO-LUMO gap, the calculation gives 9.947 eV. As for the spin multiplicity: 1. The calculation puts the total energy at -15753.147 eV.



ORCA calculation (ωB97M-V/def2-TZVPD) on a cluster of 2 separate species, C6H16 in total in a non-equilibrium geometry.

Structure (XYZ):
```
22
Properties=species:S:1:pos:R:3:forces:R:3
C 2.55956 -0.70028 0.88926 3.4 -1.2 -1.8
C 1.40515 -1.07391 1.73499 -1.5 -1.1 0.4
C 2.33144 0.61590 0.15531 1.5 1.2 -1.1
H 3.56042 -0.64291 1.51034 -2.0 -0.2 -0.9
H 2.82774 -1.48883 0.06421 -0.7 1.1 1.6
H 1.38494 -2.13515 2.02502 0.4 0.2 0.2
H 1.28077 0.87620 0.34172 0.5 0.8 -0.3
H 3.11548 1.47040 0.38642 -1.8 -1.5 0.0
H 2.47064 0.46139 -0.96321 -0.5 0.2 1.2
H 1.51078 -0.44916 2.60095 -0.5 0.2 0.8
H 0.36621 -0.94055 1.32491 1.3 0.3 0.0
C -2.41199 0.90078 -0.98688 -0.1 -1.8 0.7
C -1.74676 0.10802 -2.11648 0.6 -2.2 0.7
C -2.12767 0.16784 0.35229 -0.3 3.4 0.7
H -2.16515 1.95533 -1.02756 0.6 0.1 0.4
H -3.48805 0.92509 -0.97781 -0.7 -0.2 -1.0
H -0.95807 0.59705 -2.59503 1.3 1.4 -0.7
H -1.03528 0.42463 0.47266 -1.1 -1.3 0.8
H -2.43332 -0.10098 -2.88218 -1.1 -0.4 -1.2
H -1.18632 -0.92380 -1.93518 -1.6 1.9 0.6
H -2.79553 0.70942 1.13511 1.4 -0.7 -0.7
H -2.51369 -0.84827 0.34866 0.8 -0.2 -0.2
```
Forces are in eV/Å.

Its expectation value of S² is 0.7504. The net charge is -1. The value obtained for the energy above the lowest of the compared OMol25 structures with the same formula, charge and spin is 1.6584 eV. The lowest unoccupied orbital energy (alpha / beta) is 4.19 / 4.25 eV. For the HOMO-LUMO gap (alpha / beta), the calculation gives 2.649 / 11.459 eV. As for the spin multiplicity: 2. The calculation puts the total energy at -6478.290 eV.



ORCA calculation (ωB97M-V/def2-TZVPD) on a cluster of 2 separate species, C6H16 in total in a non-equilibrium geometry.

Structure (XYZ):
```
22
Properties=species:S:1:pos:R:3:forces:R:3
C -4.17611 2.37587 -1.83710 0.9 -1.4 -2.7
C -4.97165 2.73639 -0.60954 2.6 1.5 2.0
C -5.40120 4.18259 -0.32447 -2.8 0.4 0.9
H -4.34145 2.82830 -2.87332 -0.6 -0.1 1.5
H -4.30893 1.23029 -2.07958 0.6 2.1 0.7
H -3.10018 2.60792 -1.67374 -0.6 -0.5 -0.1
H -4.21176 2.60633 0.21052 -0.8 -0.7 -0.4
H -5.74618 2.05182 -0.45572 -1.4 -0.8 0.3
H -6.07687 4.28206 0.77536 2.2 -0.4 -3.3
H -4.58171 4.93349 -0.32379 -0.5 -0.6 0.1
H -6.11892 4.41561 -1.15301 0.4 0.5 0.8
C 4.05122 -4.08879 1.41631 2.2 0.7 -1.0
C 4.84943 -2.68303 1.38550 -5.3 -0.6 -3.2
C 5.66730 -2.50798 0.06552 -2.0 -3.5 0.1
H 3.33985 -4.15258 0.60233 -0.1 0.5 -0.3
H 3.49418 -4.15977 2.30370 -0.6 -0.3 1.4
H 4.66407 -4.98676 1.25419 0.2 0.3 0.4
H 5.47513 -2.43275 2.17526 1.0 -0.1 1.7
H 3.86334 -2.02175 1.46169 2.4 -0.5 -0.3
H 5.17639 -2.60401 -1.01165 0.5 -1.6 2.3
H 5.82324 -1.55136 -0.15312 1.9 4.4 0.4
H 6.53579 -3.13719 0.36370 -0.1 0.6 -1.6
```
Forces are in eV/Å.

The SMILES is CCC.CCC. The value obtained for the energy above the lowest of the compared OMol25 structures with the same formula, charge and spin is 2.7722 eV. The lowest unoccupied orbital energy is 1.18 eV. For the HOMO-LUMO gap, the calculation gives 11.974 eV. As for the spin multiplicity: 1. The calculation puts the total energy at -6478.886 eV.



What did the third record say?
ORCA calculation (ωB97M-V/def2-TZVPD) on a cluster of 2 separate species, C6H16 in total in a non-equilibrium geometry.

Structure (XYZ):
```
22
Properties=species:S:1:pos:R:3:forces:R:3
C 2.55956 -0.70028 0.88926 3.4 -1.2 -1.8
C 1.40515 -1.07391 1.73499 -1.5 -1.1 0.4
C 2.33144 0.61590 0.15531 1.5 1.2 -1.1
H 3.56042 -0.64291 1.51034 -2.0 -0.2 -0.9
H 2.82774 -1.48883 0.06421 -0.7 1.1 1.6
H 1.38494 -2.13515 2.02502 0.4 0.2 0.2
H 1.28077 0.87620 0.34172 0.5 0.8 -0.3
H 3.11548 1.47040 0.38642 -1.8 -1.5 0.0
H 2.47064 0.46139 -0.96321 -0.5 0.2 1.2
H 1.51078 -0.44916 2.60095 -0.5 0.2 0.8
H 0.36621 -0.94055 1.32491 1.3 0.3 0.0
C -2.41199 0.90078 -0.98688 -0.1 -1.8 0.7
C -1.74676 0.10802 -2.11648 0.6 -2.2 0.7
C -2.12767 0.16784 0.35229 -0.3 3.4 0.7
H -2.16515 1.95533 -1.02756 0.6 0.1 0.4
H -3.48805 0.92509 -0.97781 -0.7 -0.2 -1.0
H -0.95807 0.59705 -2.59503 1.3 1.4 -0.7
H -1.03528 0.42463 0.47266 -1.1 -1.3 0.8
H -2.43332 -0.10098 -2.88218 -1.1 -0.4 -1.2
H -1.18632 -0.92380 -1.93518 -1.6 1.9 0.6
H -2.79553 0.70942 1.13511 1.4 -0.7 -0.7
H -2.51369 -0.84827 0.34866 0.8 -0.2 -0.2
```
Forces are in eV/Å.

Its expectation value of S² is 0.7504. The net charge is -1. The value obtained for the energy above the lowest of the compared OMol25 structures with the same formula, charge and spin is 1.6584 eV. The lowest unoccupied orbital energy (alpha / beta) is 4.19 / 4.25 eV. For the HOMO-LUMO gap (alpha / beta), the calculation gives 2.649 / 11.459 eV. As for the spin multiplicity: 2. The calculation puts the total energy at -6478.290 eV.



Repeat the first record exactly.
ORCA calculation (ωB97M-V/def2-TZVPD) on a structure of composition C6H15O3PS in a non-equilibrium geometry.

Structure (XYZ):
```
26
Properties=species:S:1:pos:R:3:forces:R:3
C 0.86943 -0.80091 0.90939 1.1 -1.7 -3.2
C -3.56513 1.20190 0.04113 1.2 1.9 1.1
C -1.74686 -1.90159 0.70898 1.5 -1.7 -3.2
C 3.53303 0.14998 1.00534 -2.2 -0.6 -0.7
C 2.60869 -0.28439 -1.76018 -0.7 0.1 1.2
C -2.11205 1.70806 0.12965 -1.6 -0.7 0.7
O -0.79359 -0.52311 -1.45969 0.1 0.0 0.6
O 1.62209 1.69214 0.02393 -0.3 -1.1 -0.1
O -1.32873 0.74763 0.75711 1.7 -2.3 0.6
P -0.75307 -0.59873 0.02817 0.7 0.8 0.4
S 1.95191 0.25819 0.05319 2.7 0.6 -0.7
H 1.55772 -2.17994 -0.07373 -1.6 2.8 2.2
H -4.19105 2.07208 -0.15238 -0.3 -0.3 -0.5
H -3.45906 0.51569 -0.73984 -1.0 -1.3 -1.2
H -3.88705 0.78002 0.99206 0.1 -0.2 -0.1
H -2.64863 -1.64253 0.21550 -1.5 -0.3 -0.1
H -1.37472 -2.91811 0.30816 -0.6 1.6 0.6
H -1.79046 -1.90284 1.73141 -0.2 0.1 2.5
H 3.90562 -0.83326 0.93008 0.2 -1.3 0.1
H 4.25842 0.79377 0.61735 0.8 1.4 -0.7
H 3.21607 0.38337 1.99271 0.0 0.2 0.9
H 3.66413 -0.74242 -1.76172 -1.8 1.0 0.2
H 1.82376 -0.99001 -1.98877 0.1 -0.6 -0.2
H 2.37281 0.56465 -2.42860 0.8 -0.1 0.6
H -2.01874 2.55887 0.74313 0.0 1.3 0.6
H -1.71454 1.89152 -0.82237 0.4 0.5 -1.5
```
Forces are in eV/Å.

The value obtained for the energy above the lowest of the compared OMol25 structures with the same formula, charge and spin is 4.2319 eV. The lowest unoccupied orbital energy is -0.26 eV. For the HOMO-LUMO gap, the calculation gives 8.752 eV. As for the spin multiplicity: 1. The calculation puts the total energy at -32726.995 eV.